Entry from OMol25: a cluster of 10 separate species, C48H126N10O14 in total at a distorted geometry (ωB97M-V/def2-TZVPD).

Cartesian coordinates (Å):
C  -2.270  -3.454  -4.102
C  -3.538  -4.347  -3.733
C  -3.312  -5.869  -3.593
O  -3.659  -6.479  -4.808
C  -3.861  -7.852  -4.733
N  -4.049  -3.730  -2.501
H  -1.899  -3.749  -5.084
H  -1.449  -3.731  -3.440
H  -2.550  -2.401  -4.112
H  -4.358  -4.162  -4.428
H  -3.990  -6.263  -2.836
H  -2.256  -6.075  -3.419
H  -4.258  -8.270  -5.658
H  -4.577  -8.181  -3.979
H  -2.944  -8.436  -4.646
H  -4.398  -2.782  -2.503
H  -4.877  -4.258  -2.266
C  5.845  -3.147  3.691
C  6.059  -3.060  2.171
C  4.854  -2.349  1.506
O  3.647  -3.057  1.519
C  2.597  -2.384  0.879
N  7.289  -2.301  2.003
H  5.865  -2.157  4.146
H  6.695  -3.635  4.168
H  4.937  -3.695  3.943
H  6.069  -4.093  1.824
H  5.184  -2.113  0.494
H  4.624  -1.401  1.993
H  2.909  -2.086  -0.122
H  2.273  -1.521  1.459
H  1.778  -3.093  0.758
H  7.300  -1.397  2.452
H  8.142  -2.776  2.263
C  -3.010  -6.331  0.205
C  -2.304  -5.126  0.782
C  -0.924  -4.869  0.023
O  -0.133  -5.994  0.018
C  1.136  -5.949  -0.650
N  -3.308  -4.039  0.588
H  -3.415  -6.155  -0.791
H  -3.779  -6.699  0.884
H  -2.383  -7.204  0.023
H  -2.145  -5.223  1.856
H  -0.439  -4.047  0.551
H  -1.075  -4.575  -1.016
H  1.862  -5.290  -0.174
H  0.921  -5.451  -1.596
H  1.665  -6.892  -0.514
H  -2.979  -3.210  1.062
H  -3.490  -3.841  -0.386
C  -1.219  2.165  -7.809
C  -0.584  1.246  -6.721
C  -0.724  -0.186  -7.242
O  -0.029  -1.170  -6.405
C  0.040  -2.488  -7.030
N  0.756  1.715  -6.697
H  -0.892  3.197  -7.682
H  -2.306  2.128  -7.730
H  -0.939  1.780  -8.790
H  -1.113  1.214  -5.769
H  -0.246  -0.227  -8.221
H  -1.779  -0.446  -7.327
H  -0.943  -2.837  -7.346
H  0.485  -3.257  -6.397
H  0.726  -2.367  -7.868
H  1.171  0.943  -6.195
H  1.218  1.686  -7.594
C  3.566  3.462  -3.109
C  2.553  3.446  -1.977
C  1.122  3.992  -2.207
O  1.139  5.394  -2.631
C  1.662  6.309  -1.678
N  2.512  2.063  -1.494
H  3.384  2.771  -3.932
H  4.568  3.230  -2.749
H  3.623  4.467  -3.527
H  2.998  3.965  -1.128
H  0.490  4.041  -1.320
H  0.573  3.291  -2.835
H  1.360  7.335  -1.884
H  2.741  6.152  -1.689
H  1.343  6.092  -0.659
H  1.773  1.464  -1.833
H  3.340  1.576  -1.806
C  -4.969  -0.510  -0.412
C  -4.530  0.692  -1.285
C  -4.824  0.611  -2.817
O  -3.890  -0.235  -3.417
C  -4.024  -0.093  -4.793
N  -5.238  1.781  -0.691
H  -4.685  -1.417  -0.947
H  -6.053  -0.506  -0.294
H  -4.601  -0.520  0.614
H  -3.472  0.847  -1.072
H  -4.821  1.629  -3.207
H  -5.777  0.204  -3.155
H  -3.333  -0.731  -5.345
H  -3.602  0.854  -5.132
H  -4.968  -0.211  -5.325
H  -5.359  2.503  -1.386
H  -4.687  2.140  0.075
C  0.977  -0.846  -3.469
O  0.533  0.077  -2.483
C  -0.833  0.046  -2.147
C  -1.124  -1.132  -1.234
N  -0.483  -0.994  0.089
C  -1.195  -0.122  1.039
C  -0.401  0.131  2.319
O  0.669  0.992  2.135
C  0.286  2.380  2.007
H  1.568  -1.507  -2.835
H  1.593  -0.205  -4.100
H  0.129  -1.320  -3.963
H  -1.467  0.031  -3.034
H  -1.089  0.982  -1.651
H  -0.708  -2.012  -1.723
H  -2.198  -1.287  -1.125
H  0.422  -0.617  -0.158
H  -2.162  -0.511  1.358
H  -1.452  0.780  0.484
H  -0.017  -0.788  2.762
H  -1.067  0.465  3.114
H  -0.057  2.490  0.979
H  1.129  3.061  2.122
H  -0.465  2.711  2.725
C  4.875  0.109  -3.416
O  4.361  0.166  -2.088
C  5.333  0.371  -1.103
C  4.823  0.810  0.275
N  4.549  2.260  0.388
C  3.903  2.632  1.673
C  4.730  2.419  2.977
O  4.779  1.031  3.335
C  3.597  0.475  3.941
H  4.143  -0.206  -4.160
H  5.622  -0.685  -3.446
H  5.268  1.088  -3.690
H  5.979  1.205  -1.379
H  5.797  -0.599  -0.923
H  5.538  0.537  1.052
H  3.950  0.204  0.517
H  3.846  2.442  -0.314
H  2.993  2.040  1.771
H  3.598  3.678  1.622
H  4.324  2.928  3.852
H  5.765  2.739  2.857
H  3.055  1.157  4.596
H  3.900  -0.399  4.517
H  2.887  0.211  3.157
C  -0.883  -1.303  8.779
O  -0.601  -0.370  7.746
C  0.631  -0.337  7.087
C  0.580  0.750  5.994
N  1.279  1.982  6.370
C  1.247  3.079  5.389
C  2.319  4.136  5.790
O  2.474  5.099  4.756
C  3.551  5.983  4.793
H  -0.986  -2.318  8.395
H  -1.709  -1.063  9.448
H  -0.081  -1.258  9.516
H  0.678  -1.341  6.665
H  1.455  -0.163  7.779
H  -0.466  0.969  5.779
H  1.050  0.399  5.075
H  0.792  2.283  7.202
H  0.281  3.552  5.219
H  1.610  2.780  4.405
H  3.284  3.632  5.852
H  2.023  4.543  6.757
H  4.535  5.536  4.937
H  3.284  6.598  5.652
H  3.487  6.671  3.950
C  -0.852  5.685  2.028
O  -2.005  4.911  2.309
C  -2.910  4.710  1.200
C  -4.219  4.011  1.656
N  -4.068  2.636  2.047
C  -5.184  2.286  2.916
C  -5.194  0.830  3.454
O  -3.944  0.451  3.986
C  -4.080  -0.733  4.773
H  -0.397  5.448  1.066
H  -0.109  5.746  2.823
H  -1.155  6.721  1.879
H  -2.449  4.192  0.359
H  -3.128  5.713  0.833
H  -4.962  4.119  0.866
H  -4.622  4.596  2.483
H  -3.250  2.479  2.617
H  -6.118  2.483  2.390
H  -5.163  2.965  3.769
H  -5.459  0.178  2.622
H  -6.016  0.688  4.156
H  -3.167  -1.034  5.286
H  -4.241  -1.612  4.149
H  -4.905  -0.712  5.484

Spin multiplicity: 1
E_HOMO in eV: -7.9447
Energy above the lowest of the compared OMol25 structures with the same formula, charge and spin in kcal per mole: 142.2